No. 1
{"formula": "C7H8N2O2S", "method": "ωB97M-V with the def2-TZVPD basis set", "species": ["C", "C", "C", "N", "O", "H", "H", "H", "H", "H", "O", "C", "C", "C", "S", "C", "N", "H", "H", "H"], "positions_angstrom": [[-2.4192, -1.1694, 0.5196], [-1.5845, -1.2299, -0.7019], [-0.1781, -1.6413, -0.6469], [0.9531, -1.6845, -0.3714], [2.1380, -1.8012, -0.2599], [-2.3729, -2.0713, 1.0263], [-3.4356, -1.0129, 0.3007], [-2.1080, -0.3362, 1.3410], [-1.6269, -0.3813, -1.4653], [-1.9861, -1.9291, -1.4602], [0.1339, 1.9034, -0.8344], [0.7893, 1.8891, 0.1512], [2.1375, 1.3343, 0.2917], [3.0597, 1.1455, -0.7974], [4.4185, 0.4113, -0.3065], [3.7260, 0.3015, 1.2599], [2.6364, 0.8701, 1.4228], [0.3965, 2.2095, 1.0921], [2.8231, 1.4799, -1.7738], [4.3532, -0.1653, 2.1046]], "atomic_forces_ev_per_a": [[1.38, 3.16, 2.30], [0.32, 0.24, -3.98], [1.02, 0.57, 1.35], [-2.02, -0.01, -1.00], [1.11, -0.25, 0.39], [0.21, -1.88, 1.07], [-1.26, 0.42, -0.51], [-0.51, -1.79, -2.17], [0.18, -0.07, 1.75], [-0.43, -0.45, 0.80], [-0.95, 0.20, -2.07], [1.27, -0.73, 1.48], [1.85, 0.06, -4.09], [-3.65, 1.59, 0.96], [1.17, -0.90, 0.39], [4.88, -2.20, 2.19], [-2.91, 0.65, 2.27], [-0.60, 0.55, 1.15], [0.12, 0.09, -0.81], [-1.17, 0.76, -1.45]], "e_above_lowest_kj_mol": 485.57, "e_homo_ev": -9.1, "max_force_ha_per_bohr": 0.11256, "smiles": "CCC#[N+][O-].O=Cc1cscn1", "molar_mass_g_mol": 184.2}


No. 2
{"formula": "C29H32N4O2", "method": "ωB97M-V with the def2-TZVPD basis set", "species": ["C", "O", "C", "C", "C", "C", "C", "C", "C", "C", "C", "C", "C", "C", "C", "N", "N", "C", "O", "C", "N", "C", "C", "N", "C", "C", "C", "C", "C", "C", "C", "C", "C", "C", "C", "H", "H", "H", "H", "H", "H", "H", "H", "H", "H", "H", "H", "H", "H", "H", "H", "H", "H", "H", "H", "H", "H", "H", "H", "H", "H", "H", "H", "H", "H", "H", "H"], "positions_angstrom": [[-4.4181, 0.5203, -2.8046], [-3.9017, 1.6251, -2.1044], [-2.9723, 1.4050, -1.1330], [-2.4765, 2.5434, -0.4957], [-1.5399, 2.4312, 0.5072], [-1.0847, 1.1825, 0.9124], [-0.1384, 1.0480, 2.0765], [-0.8520, 0.5004, 3.3252], [-0.2356, -0.8772, 3.4507], [-0.6342, -1.8733, 4.4197], [-1.6289, -1.6062, 5.3625], [-1.9908, -2.5689, 6.2855], [-1.3716, -3.8081, 6.2831], [-0.3835, -4.0835, 5.3496], [-0.0160, -3.1275, 4.4255], [0.7077, -1.0763, 2.6040], [0.8736, 0.0070, 1.8195], [1.9268, 0.1939, 0.9772], [2.0601, 1.2474, 0.3849], [2.8789, -0.9980, 0.8822], [2.9567, -1.6813, -0.3898], [3.8664, -1.1615, -1.3876], [3.2439, -0.0884, -2.2850], [2.0821, -0.6726, -2.9327], [1.5614, 0.0934, -4.0534], [0.9453, 1.4314, -3.7180], [1.7428, 2.5375, -3.4491], [1.1739, 3.7547, -3.1207], [-0.2025, 3.8922, -3.0863], [-1.0075, 2.8044, -3.3749], [-0.4346, 1.5807, -3.6703], [1.0926, -1.0185, -1.9301], [1.6994, -2.0741, -0.9917], [-1.5737, 0.0540, 0.2723], [-2.5028, 0.1556, -0.7483], [-4.9505, -0.1665, -2.1383], [-3.6301, -0.0253, -3.3334], [-5.1184, 0.9312, -3.5303], [-2.8434, 3.5081, -0.8074], [-1.1590, 3.3207, 0.9861], [0.3746, 1.9973, 2.2526], [-0.6496, 1.0940, 4.2187], [-1.9311, 0.4468, 3.1768], [-2.1175, -0.6436, 5.3759], [-2.7600, -2.3516, 7.0120], [-1.6577, -4.5569, 7.0066], [0.1002, -5.0491, 5.3458], [0.7508, -3.3271, 3.6938], [3.8801, -0.6347, 1.1286], [2.5756, -1.7325, 1.6347], [4.7572, -0.7705, -0.8932], [4.1584, -2.0094, -2.0183], [3.9660, 0.2018, -3.0521], [2.9835, 0.7930, -1.6807], [2.3945, 0.2389, -4.7489], [0.8134, -0.5368, -4.5467], [2.8177, 2.4499, -3.5075], [1.8085, 4.6015, -2.9029], [-0.6471, 4.8469, -2.8455], [-2.0816, 2.9109, -3.3738], [-1.0670, 0.7297, -3.8861], [0.2196, -1.4470, -2.4303], [0.7588, -0.1369, -1.3577], [0.9921, -2.3287, -0.1999], [1.9000, -2.9737, -1.5852], [-1.2308, -0.9272, 0.5693], [-2.8536, -0.7460, -1.2252]], "atomic_forces_ev_per_a": [[-0.10, -0.19, -0.11], [0.17, 0.26, 0.13], [0.07, 0.10, 0.23], [-0.22, -0.12, -0.13], [-0.04, -0.18, 0.01], [0.05, -0.01, -0.07], [0.01, 0.16, -0.20], [0.24, -0.13, 0.07], [0.26, 0.75, -0.73], [-0.12, -0.61, 0.46], [0.22, 0.06, -0.28], [-0.06, -0.13, 0.15], [-0.07, 0.05, 0.05], [0.04, -0.05, -0.01], [-0.08, 0.14, 0.00], [-0.30, -0.94, 0.83], [-0.48, 0.92, -0.04], [0.36, -0.30, 0.10], [-0.03, 0.13, 0.00], [0.09, -0.30, 0.08], [0.05, 0.20, 0.05], [0.07, 0.23, -0.18], [0.24, -0.15, 0.12], [0.03, -0.06, -0.10], [0.04, -0.09, 0.02], [-0.02, -0.06, -0.05], [-0.01, -0.01, -0.02], [0.09, 0.09, 0.02], [-0.06, 0.06, -0.01], [-0.07, 0.10, -0.03], [0.05, -0.02, -0.04], [0.00, -0.14, 0.21], [-0.19, -0.07, -0.15], [0.11, 0.21, 0.14], [-0.26, -0.02, -0.25], [0.04, 0.02, -0.02], [-0.02, 0.00, 0.03], [0.04, -0.08, 0.04], [-0.03, 0.13, -0.07], [0.07, 0.12, 0.04], [-0.11, -0.10, -0.01], [-0.05, 0.00, 0.03], [0.03, 0.05, 0.04], [-0.05, 0.11, -0.02], [-0.05, 0.02, 0.05], [-0.03, -0.06, 0.06], [0.04, -0.07, -0.01], [0.08, -0.06, -0.06], [-0.10, 0.03, 0.05], [0.20, 0.21, -0.12], [0.02, -0.03, 0.01], [0.08, 0.11, -0.06], [0.03, 0.02, -0.03], [0.10, -0.06, -0.10], [-0.09, -0.02, -0.02], [0.04, 0.09, -0.05], [0.11, -0.02, 0.01], [0.05, 0.07, 0.01], [-0.04, 0.08, 0.02], [-0.10, -0.01, 0.03], [-0.06, -0.11, -0.03], [-0.05, -0.01, 0.02], [-0.03, -0.08, -0.10], [-0.04, -0.06, 0.03], [-0.15, 0.00, 0.00], [0.07, -0.12, 0.03], [-0.07, -0.06, -0.08]], "e_above_lowest_kj_mol": 92.36, "e_homo_ev": -7.7, "max_force_ha_per_bohr": 0.02508, "smiles": "COc1ccc([C@H]2CC(c3ccccc3)=NN2C(=O)CN2CCN(Cc3ccccc3)CC2)cc1", "molar_mass_g_mol": 468.6}


Number 1: HOMO-LUMO gap 9.426 eV, DFT total energy -25294.748 eV. Number 2: HOMO-LUMO gap 7.954 eV, DFT total energy -40647.224 eV.